1.
C34H47F6IrNO7PS2Si3 | ωB97M-V/def2-TZVPD

## Properties
* M: 1067.32 g/mol
* maximum force: 5.944 eV Å⁻¹
* <S²>: 0.77
* lowest unoccupied orbital energy (spin up / spin down): -0.1710 / -0.1735 hartree
* net charge: +1
* multiplicity: 2
* Kohn-Sham gap (spin up / spin down): 5.0487 / 4.9486 eV
* HOMO level (spin up / spin down): -9.7 / -9.7 eV
* DFT total energy: -125570.0915 eV

Last column: Löwdin spin population.
Cartesian coordinates (Å):
Ir1 -0.64 1.16 -0.45  0.925
O1 1.41 0.05 1.67  0.003
C1 1.20 -1.33 1.82  -0.010
C2 1.95 -2.17 0.94  -0.001
C3 2.69 -3.22 1.52  -0.001
C4 3.49 -4.04 0.75  0.000
C5 3.55 -3.86 -0.62  0.000
C6 2.79 -2.86 -1.21  -0.001
C7 2.01 -1.99 -0.46  -0.005
P1 0.86 -0.86 -1.36  -0.010
C8 1.91 -0.47 -2.79  0.003
C9 1.47 -0.59 -4.11  0.000
C10 2.33 -0.35 -5.16  0.000
C11 3.64 0.05 -4.91  0.000
C12 4.06 0.23 -3.60  0.000
C13 3.20 -0.01 -2.55  0.001
C14 -0.29 -2.17 -1.91  -0.003
C15 -0.04 -3.04 -2.96  -0.001
C16 -0.99 -3.98 -3.32  0.000
C17 -2.18 -4.07 -2.62  0.000
C18 -2.42 -3.23 -1.55  0.000
C19 -1.47 -2.29 -1.19  0.000
H1 2.66 -3.33 2.59  0.000
H2 4.08 -4.81 1.22  0.000
H3 4.17 -4.49 -1.23  0.000
H4 2.80 -2.76 -2.29  0.000
H5 0.45 -0.90 -4.31  0.000
H6 1.98 -0.47 -6.17  0.000
H7 4.31 0.23 -5.73  0.000
H8 5.07 0.57 -3.41  0.000
H9 3.53 0.13 -1.53  0.000
H10 0.88 -3.00 -3.53  0.000
H11 -0.81 -4.64 -4.16  0.000
H12 -2.93 -4.80 -2.91  0.000
H13 -3.34 -3.31 -1.00  0.000
H14 -1.65 -1.61 -0.37  0.000
C20 -1.01 4.58 1.28  0.000
O2 -0.65 3.23 1.30  0.000
Si1 -0.16 2.35 2.62  -0.001
C21 -1.61 2.02 3.82  0.001
C22 1.03 3.42 3.67  -0.001
C23 0.29 0.92 1.48  -0.012
Si2 3.08 0.75 1.72  0.002
C24 4.42 -0.48 1.17  0.000
C25 2.86 2.19 0.51  0.015
C26 3.36 0.99 3.59  0.000
Si3 -0.02 -2.05 3.08  -0.001
C27 -1.78 -1.41 2.69  0.000
C28 -0.05 -3.94 2.88  0.000
C29 0.55 -1.59 4.84  0.000
H15 -0.20 5.20 1.67  0.000
H16 -1.91 4.75 1.89  0.000
H17 -1.22 4.86 0.25  0.000
H18 -2.17 2.94 3.98  0.000
H19 -1.28 1.67 4.79  0.000
H20 -2.30 1.28 3.43  0.000
H21 0.49 4.30 4.01  0.000
H22 1.90 3.78 3.13  0.000
H23 1.37 2.91 4.56  0.000
H24 4.25 -0.94 0.20  0.000
H25 4.54 -1.28 1.89  0.000
H26 5.37 0.05 1.11  0.000
H27 1.99 2.01 -0.14  0.016
H28 3.73 2.33 -0.12  0.000
H29 2.67 3.13 1.01  0.000
H30 2.63 0.45 4.19  0.000
H31 3.34 2.03 3.90  0.000
H32 4.34 0.61 3.87  0.000
H33 -1.76 -0.53 2.06  0.000
H34 -2.31 -1.17 3.61  0.000
H35 -2.35 -2.18 2.18  0.000
H36 -0.12 -4.23 1.83  0.000
H37 -0.92 -4.35 3.38  0.000
H38 0.82 -4.43 3.30  0.000
H39 0.55 -0.51 5.01  0.000
H40 1.56 -1.95 5.05  0.000
H41 -0.10 -2.04 5.58  0.000
F1 -4.70 2.67 -1.86  0.000
C30 -4.08 3.81 -2.16  0.000
F2 -4.73 4.38 -3.17  0.000
F3 -4.21 4.60 -1.09  0.000
S1 -2.27 3.47 -2.53  0.003
O3 -1.77 2.97 -1.27  0.015
O4 -1.70 4.69 -2.97  0.002
N1 -2.48 2.34 -3.59  0.000
S2 -1.32 1.33 -3.84  0.002
O5 -0.20 1.81 -4.57  0.000
O6 -0.98 0.54 -2.67  0.007
C31 -2.32 0.16 -4.90  0.000
F4 -3.35 -0.26 -4.17  0.000
F5 -1.66 -0.94 -5.30  0.000
F6 -2.79 0.78 -5.97  0.000
C32 -5.16 0.01 0.40  0.003
C33 -3.90 0.81 0.39  0.003
C34 -3.98 2.14 1.06  0.000
O7 -2.88 0.36 -0.11  0.048
H42 -5.97 0.58 -0.04  0.000
H43 -5.44 -0.22 1.43  0.000
H44 -5.03 -0.92 -0.15  0.000
H45 -4.80 2.72 0.65  0.000
H46 -3.05 2.68 0.92  0.000
H47 -4.17 2.00 2.12  0.000

2.
C34H47N7O7P2SZn | ωB97M-V/def2-TZVPD

## Properties
* M: 825.20 g/mol
* maximum force: 0.449 eV Å⁻¹
* lowest unoccupied orbital energy: -0.2731 hartree
* net charge: +2
* Kohn-Sham gap: 5.7464 eV
* HOMO level: -13.2 eV
* DFT total energy: -138602.4688 eV

Last column: Mulliken charge in e.
Cartesian coordinates (Å):
Zn1 -0.28 0.84 0.58  3.720
O1 -2.25 0.04 0.86  -0.830
S1 -1.97 -1.17 1.68  1.113
O2 -2.45 -1.12 3.02  -0.718
O3 -0.51 -1.39 1.55  -0.319
C1 -2.84 -2.49 0.85  0.064
C2 -3.85 -3.12 1.56  -0.819
C3 -4.59 -4.12 0.95  -0.737
C4 -4.32 -4.50 -0.35  -0.952
C5 -3.30 -3.88 -1.05  -0.067
C6 -2.55 -2.86 -0.47  -0.866
P1 -1.11 -2.16 -1.36  2.154
C7 -1.73 -1.61 -2.98  0.630
C8 -3.08 -1.53 -3.31  -0.814
C9 -3.48 -1.04 -4.55  -0.695
C10 -2.52 -0.64 -5.47  -0.823
C11 -1.18 -0.70 -5.15  -0.942
C12 -0.78 -1.16 -3.90  -0.488
C13 -0.19 -3.70 -1.67  0.504
C14 -0.01 -4.55 -0.54  -1.192
C15 0.83 -5.67 -0.61  -0.505
C16 1.52 -5.94 -1.77  -0.841
C17 1.35 -5.11 -2.87  -0.518
C18 0.52 -4.00 -2.82  -0.620
H1 -4.06 -2.81 2.58  0.619
H2 -5.38 -4.61 1.51  0.452
H3 -4.89 -5.29 -0.82  0.456
H4 -3.07 -4.19 -2.06  0.600
H5 -3.84 -1.85 -2.60  0.426
H6 -4.53 -0.99 -4.79  0.478
H7 -2.83 -0.28 -6.45  0.435
H8 -0.43 -0.39 -5.87  0.498
H9 0.27 -1.16 -3.64  0.451
H10 -0.69 -4.45 0.30  0.497
H11 0.92 -6.32 0.25  0.513
H12 2.17 -6.80 -1.84  0.469
H13 1.87 -5.35 -3.80  0.485
H14 0.41 -3.39 -3.71  0.538
O4 1.48 -3.41 1.69  0.031
N1 1.16 -3.04 0.73  0.504
C19 -2.97 1.86 -1.56  -1.399
C20 -1.56 1.86 -2.02  0.147
N2 -0.47 1.52 -1.33  0.883
C21 0.61 1.73 -2.17  -0.251
C22 0.18 2.19 -3.36  -1.315
N3 -1.19 2.27 -3.24  0.265
H15 -3.07 1.36 -0.61  -0.102
H16 -3.60 1.34 -2.28  0.454
H17 -3.33 2.89 -1.48  0.435
H18 1.63 1.54 -1.86  0.194
H19 0.70 2.47 -4.26  0.399
H20 -1.83 2.56 -3.96  0.249
C23 0.48 2.55 2.91  0.415
N4 -0.63 2.42 1.92  1.310
C24 -0.75 3.72 1.19  -0.853
N5 -0.94 4.83 2.08  0.203
C25 0.19 4.89 3.02  -0.705
N6 0.30 3.66 3.81  0.167
C26 -0.96 3.46 4.54  -0.644
N7 -2.09 3.38 3.63  0.190
C27 -1.91 2.27 2.73  -0.739
C28 -2.17 4.62 2.85  -0.651
H21 1.41 2.69 2.36  -0.961
H22 0.55 1.62 3.47  0.091
H23 -1.59 3.65 0.50  0.170
H24 0.16 3.88 0.60  -0.009
H25 0.05 5.74 3.69  0.351
H26 1.11 5.04 2.46  0.317
H27 -1.11 4.29 5.23  0.351
H28 -0.89 2.54 5.12  0.343
H29 -2.74 2.20 2.03  0.045
H30 -1.84 1.33 3.29  0.240
H31 -2.32 5.46 3.53  0.341
H32 -3.02 4.56 2.17  0.335
C29 3.99 3.43 0.99  -1.610
C30 3.16 2.65 0.01  0.485
O5 3.31 1.22 0.23  -0.026
P2 2.14 0.27 0.78  -1.977
O6 2.36 -0.02 2.30  -0.082
C31 3.60 -0.52 2.90  -0.224
C32 4.42 0.61 3.47  -1.128
O7 2.59 -1.12 0.11  0.337
C33 3.20 -1.24 -1.20  0.396
C34 4.67 -1.54 -1.06  -1.427
H33 3.92 4.50 0.76  0.433
H34 5.04 3.14 0.91  0.402
H35 3.66 3.29 2.02  0.282
H36 3.49 2.82 -1.02  0.445
H37 2.10 2.90 0.07  -0.344
H38 4.15 -1.08 2.14  0.261
H39 3.27 -1.21 3.68  0.409
H40 4.80 1.26 2.68  0.148
H41 5.27 0.20 4.01  0.472
H42 3.83 1.20 4.17  0.295
H43 3.04 -0.33 -1.77  0.101
H44 2.66 -2.05 -1.70  0.143
H45 5.19 -0.72 -0.58  0.259
H46 5.11 -1.69 -2.05  0.467
H47 4.83 -2.45 -0.48  0.327

3.
C34H48BrGeN2O4PbSi3Te | ωB97M-V/def2-TZVPD

## Properties
* M: 1120.34 g/mol
* maximum force: 0.418 eV Å⁻¹
* <S²>: 0.77
* lowest unoccupied orbital energy (spin up / spin down): 0.1572 / 0.1297 hartree
* net charge: -2
* multiplicity: 2
* Kohn-Sham gap (spin up / spin down): 5.4814 / 5.3035 eV
* HOMO level (spin up / spin down): -1.2 / -1.8 eV
* DFT total energy: -209944.8890 eV

Last column: Löwdin spin population.
Cartesian coordinates (Å):
Pb1 -0.74 -1.02 -0.75  0.080
C1 -3.04 -3.48 2.61  0.001
C2 -2.66 -2.27 1.79  0.002
O1 -1.89 -2.51 0.81  0.028
C3 -3.18 -1.04 2.16  -0.001
C4 -3.11 0.20 1.45  0.000
C5 -3.96 1.31 2.02  0.001
N1 -2.43 0.40 0.36  0.026
N2 -2.61 1.67 -0.20  0.005
C6 -2.09 1.74 -1.40  0.003
O2 -1.49 0.81 -2.04  0.021
C7 -2.23 3.06 -2.10  0.001
C8 -2.76 4.18 -1.47  0.000
C9 -2.82 5.39 -2.13  0.000
C10 -2.36 5.50 -3.44  0.000
C11 -1.83 4.38 -4.08  0.000
C12 -1.77 3.17 -3.41  0.000
H1 -3.71 -4.11 2.02  0.000
H2 -3.52 -3.22 3.55  0.000
H3 -2.14 -4.07 2.81  0.000
H4 -3.79 -1.03 3.05  0.000
H5 -4.28 1.06 3.03  0.000
H6 -4.84 1.47 1.39  0.000
H7 -3.41 2.25 2.02  0.000
H8 -3.11 4.08 -0.45  0.000
H9 -3.22 6.26 -1.63  0.000
H10 -2.40 6.45 -3.96  0.000
H11 -1.45 4.46 -5.09  0.000
H12 -1.33 2.29 -3.87  0.000
Br1 3.33 2.56 -5.22  0.000
C13 2.34 3.11 -3.69  0.000
C14 2.37 4.46 -3.41  0.000
C15 1.71 4.96 -2.29  0.000
C16 1.05 4.08 -1.45  0.000
C17 1.06 2.72 -1.73  0.000
C18 1.67 2.20 -2.87  0.000
C19 1.53 0.70 -3.15  0.000
O3 1.46 0.36 -4.33  0.002
O4 1.44 -0.03 -2.13  0.000
H13 2.92 5.13 -4.07  0.000
H14 1.72 6.02 -2.09  0.000
H15 0.53 4.45 -0.58  0.000
H16 0.57 2.02 -1.07  0.001
C20 4.93 -0.73 1.77  0.012
Si1 3.62 -0.55 0.42  0.027
C21 4.15 1.02 -0.46  0.000
C22 3.81 -2.01 -0.75  0.000
Ge1 1.37 -0.55 1.24  0.162
Si2 1.25 -2.45 2.71  0.022
C23 0.90 -4.02 1.73  0.000
C24 -0.08 -2.24 4.02  0.000
C25 2.81 -2.87 3.71  0.008
Si3 1.25 1.23 2.82  0.035
C26 2.34 0.97 4.35  0.015
C27 1.76 2.89 2.10  0.001
C28 -0.50 1.49 3.45  0.000
H17 5.91 -0.76 1.27  0.002
H18 4.83 -1.62 2.38  0.000
H19 4.93 0.13 2.44  0.000
H20 5.18 0.89 -0.81  0.000
H21 4.13 1.87 0.22  0.000
H22 3.52 1.24 -1.31  0.000
H23 4.84 -2.07 -1.12  0.000
H24 3.13 -1.89 -1.59  0.000
H25 3.57 -2.95 -0.24  0.000
H26 -0.04 -3.93 1.18  0.000
H27 0.85 -4.88 2.40  0.000
H28 1.69 -4.20 1.00  0.000
H29 -1.00 -1.81 3.63  0.000
H30 0.28 -1.59 4.82  0.000
H31 -0.32 -3.22 4.47  0.000
H32 3.59 -3.29 3.08  0.000
H33 2.53 -3.62 4.46  0.001
H34 3.23 -2.00 4.22  0.000
H35 3.39 0.87 4.08  0.000
H36 2.05 0.07 4.90  0.000
H37 2.23 1.83 5.01  0.003
H38 2.74 2.85 1.61  0.000
H39 1.79 3.64 2.89  0.000
H40 1.04 3.21 1.35  0.000
H41 -0.87 0.63 4.01  0.000
H42 -1.18 1.65 2.61  0.000
H43 -0.54 2.37 4.10  0.000
Te1 -0.35 -2.30 -3.58  0.449
C29 -1.91 -3.75 -3.57  0.035
C30 -3.24 -3.36 -3.79  0.018
C31 -4.26 -4.30 -3.81  -0.002
C32 -3.98 -5.65 -3.63  0.020
C33 -2.67 -6.04 -3.41  -0.002
C34 -1.65 -5.10 -3.38  0.020
H44 -3.46 -2.31 -3.93  0.000
H45 -5.28 -3.97 -3.97  -0.001
H46 -4.78 -6.38 -3.65  0.002
H47 -2.44 -7.09 -3.25  -0.001
H48 -0.63 -5.42 -3.19  0.001

4.
C34H48I2MnN6O3P | ωB97M-V/def2-TZVPD

## Properties
* M: 928.52 g/mol
* maximum force: 0.982 eV Å⁻¹
* <S²>: 6.09
* lowest unoccupied orbital energy (spin up / spin down): -0.2657 / -0.2371 hartree
* net charge: +2
* multiplicity: 5
* Kohn-Sham gap (spin up / spin down): 6.6692 / 7.4862 eV
* HOMO level (spin up / spin down): -13.9 / -13.9 eV
* DFT total energy: -107921.0106 eV

Last column: Löwdin spin population.
Cartesian coordinates (Å):
Mn1 2.00 0.73 0.08  3.884
C1 1.39 1.16 3.17  0.004
N1 2.04 0.12 2.38  0.055
C2 3.37 -0.28 2.80  0.005
C3 4.28 -0.14 1.62  0.009
N2 4.00 0.64 0.59  -0.015
C4 5.12 0.57 -0.26  0.003
C5 5.41 1.23 -1.45  0.001
C6 6.63 0.97 -2.03  0.000
C7 7.56 0.09 -1.45  0.001
C8 7.30 -0.54 -0.25  0.000
C9 6.06 -0.28 0.32  0.001
N3 5.49 -0.70 1.52  0.003
C10 0.82 2.20 2.25  0.009
N4 1.35 2.46 1.06  -0.004
C11 0.66 3.58 0.59  0.001
C12 0.87 4.39 -0.53  0.000
C13 0.01 5.45 -0.72  0.000
C14 -1.02 5.75 0.19  0.000
C15 -1.19 5.00 1.34  0.000
C16 -0.33 3.93 1.51  0.000
N5 -0.19 3.02 2.56  0.004
H1 2.16 1.68 3.75  0.000
H2 0.66 0.79 3.88  0.001
H3 1.42 -0.67 2.22  0.001
H4 3.42 -1.28 3.23  0.001
H5 3.73 0.42 3.56  0.000
H6 4.72 1.93 -1.89  0.000
H7 6.89 1.47 -2.96  0.000
H8 8.51 -0.07 -1.94  0.000
H9 8.02 -1.19 0.22  0.000
H10 5.91 -1.32 2.20  0.000
H11 1.72 4.27 -1.17  0.000
H12 0.15 6.10 -1.57  0.000
H13 -1.66 6.60 0.01  0.000
H14 -1.94 5.26 2.08  0.000
H15 -0.69 3.02 3.43  0.000
I1 1.97 2.13 -2.67  0.045
I2 3.00 0.38 -4.35  0.006
O1 0.21 0.12 0.18  0.048
P1 -0.99 -0.85 -0.03  0.011
C17 -0.79 -1.83 -1.53  0.002
C18 -1.96 -2.82 -1.85  0.001
C19 -2.51 -2.62 -3.25  0.000
C20 -1.42 -2.72 -4.31  0.000
C21 -0.19 -1.86 -3.95  0.000
C22 -0.46 -0.96 -2.75  0.000
C23 -1.00 -1.94 1.42  0.001
C24 -1.25 -1.13 2.73  0.000
C25 -2.62 -1.44 3.32  0.000
C26 -2.70 -2.91 3.74  0.000
C27 -1.96 -3.82 2.76  0.000
C28 -1.89 -3.19 1.37  0.000
C29 -2.45 0.23 -0.04  0.001
C30 -3.81 -0.43 -0.32  0.000
C31 -4.88 0.66 -0.35  0.000
C32 -4.69 1.60 -1.55  0.000
C33 -3.25 1.57 -2.08  0.000
C34 -2.24 1.49 -0.93  0.000
H16 0.12 -2.41 -1.31  0.000
H17 -2.76 -2.74 -1.12  0.000
H18 -1.58 -3.84 -1.75  0.000
H19 -3.02 -1.66 -3.32  0.000
H20 -3.28 -3.38 -3.44  0.000
H21 -1.82 -2.44 -5.28  0.000
H22 -1.11 -3.77 -4.41  0.000
H23 0.10 -1.24 -4.81  0.000
H24 0.67 -2.49 -3.73  0.000
H25 -1.28 -0.28 -2.96  0.000
H26 0.41 -0.35 -2.53  0.000
H27 0.04 -2.30 1.43  0.000
H28 -1.15 -0.05 2.54  0.000
H29 -0.48 -1.39 3.46  0.000
H30 -3.39 -1.20 2.58  0.000
H31 -2.82 -0.79 4.18  0.000
H32 -3.75 -3.20 3.82  0.000
H33 -2.28 -3.02 4.74  0.000
H34 -2.44 -4.79 2.70  0.000
H35 -0.94 -4.01 3.11  0.000
H36 -2.90 -2.95 1.04  0.000
H37 -1.48 -3.90 0.65  0.000
H38 -2.48 0.56 1.01  0.000
H39 -4.05 -1.17 0.44  0.000
H40 -3.79 -0.95 -1.28  0.000
H41 -4.83 1.22 0.58  0.000
H42 -5.87 0.21 -0.38  0.000
H43 -4.95 2.62 -1.27  0.000
H44 -5.37 1.33 -2.36  0.000
H45 -3.04 2.45 -2.68  0.000
H46 -3.12 0.71 -2.75  0.000
H47 -2.38 2.38 -0.31  0.000
H48 -1.22 1.55 -1.31  0.000
O2 2.46 -2.04 0.54  0.015
N6 2.60 -1.94 -0.66  -0.019
O3 2.40 -0.72 -1.11  -0.076